1.
{"formula": "C5H9ClO", "method": "ωB97M-V/def2-TZVPD", "smiles": "C=C[C@](C)(O)CCl", "relative_energy_kcal_mol": 48.3, "fmax_ev_per_a": 3.31, "homo_ev": -9.921, "homo_lumo_gap_ev": 10.8, "total_energy_ev": -19899.114, "e_lumo_ha": 0.032, "species": ["C", "C", "C", "C", "C", "O", "Cl", "H", "H", "H", "H", "H", "H", "H", "H", "H"], "xyz": [[-1.1070, 0.7832, -1.4108], [-1.2459, -0.1557, -0.4846], [1.2753, -0.4547, -0.2460], [-0.0740, 0.4096, 1.6974], [-0.0849, -0.5750, 0.3911], [-0.2520, -1.9240, 0.7687], [-1.4887, 0.3694, 2.7668], [-1.9414, 1.1762, -1.9325], [-0.1802, 1.2335, -1.8838], [-2.3419, -0.4684, -0.1501], [1.8759, -0.8376, 0.4889], [1.3872, 0.5052, -0.6500], [1.2604, -0.9935, -1.1836], [-0.0660, 1.5459, 1.5309], [0.9240, 0.1270, 2.1691], [-0.7017, -2.0275, 1.5768]], "atomic_forces_ev_per_a": [[0.9299, 0.3355, -1.2484], [-1.4712, 0.5118, 0.8657], [-2.8247, -0.2531, -1.7088], [1.7724, 0.7284, -0.9593], [-1.8501, 1.2628, 1.0136], [1.2733, -0.1517, -1.2795], [-0.0352, -0.9005, 0.2440], [-1.0163, 0.1261, -0.2614], [-0.7449, -0.9029, 1.2367], [2.5798, 0.5114, -0.7493], [2.4584, -0.5602, 1.1945], [0.8855, 1.7979, 0.4446], [0.1902, -1.0243, 0.1071], [0.5119, -1.9318, -0.7510], [-1.6005, 0.3751, 0.2679], [-1.0586, 0.0755, 1.5837]], "nbo_charge": [-0.4082, -0.1947, -0.6316, -0.4198, 0.2089, -0.7220, -0.0568, 0.1974, 0.1946, 0.2276, 0.2233, 0.2196, 0.2301, 0.2371, 0.2161, 0.4784]}

***

2.
{"formula": "C5H9ClOS", "method": "ωB97M-V/def2-TZVPD", "relative_energy_kcal_mol": 87.4, "fmax_ev_per_a": 4.72, "homo_ev": -9.250, "homo_lumo_gap_ev": 9.8, "total_energy_ev": -30731.648, "e_lumo_ha": 0.022, "species": ["C", "C", "C", "C", "C", "H", "H", "H", "H", "H", "H", "H", "H", "H", "O", "S", "Cl"], "xyz": [[0.1434, -1.2948, -0.5150], [-0.9817, -0.4192, 0.0162], [-0.5593, 0.0673, 1.3961], [0.3970, 1.0927, 0.7878], [-0.6656, 0.9982, -0.4964], [2.1950, -1.7955, -1.1651], [-0.0835, -1.0396, -1.6447], [-0.1183, -2.3819, -0.3652], [-0.0126, -0.4974, 2.1956], [-1.4052, 0.5698, 1.8307], [1.4386, 0.4974, 0.4945], [0.7885, 2.3128, 1.2969], [-1.5238, 1.7032, -0.6290], [0.9525, 1.0520, -1.2784], [0.0310, 1.0971, -1.6293], [1.9477, -1.0272, -0.0671], [-2.5437, -0.9349, -0.2275]], "atomic_forces_ev_per_a": [[-1.7656, -1.4396, -3.1458], [3.8983, 1.4749, 1.9996], [0.8169, 0.5766, 2.6982], [0.4518, 3.0433, -0.2647], [1.0071, 1.5049, 2.2764], [0.5296, -0.0573, 0.5551], [1.5100, -1.1518, 1.6916], [0.4765, 1.1754, 0.0673], [-1.0393, -0.4621, -0.8487], [-0.3844, 0.2137, 0.5243], [-3.1307, 3.3932, 0.9602], [-1.6698, -4.0087, -1.3470], [0.3352, -0.6519, 1.1148], [-0.7322, 0.0050, -1.4497], [2.5813, 0.3451, -2.3212], [-0.6438, -2.6168, -2.0675], [-2.2409, -1.3439, -0.4429]], "nbo_charge": [-0.5434, -0.1727, -0.4474, -0.4314, 0.1066, 0.1437, 0.2530, 0.2425, 0.2165, 0.2192, 0.1804, 0.2178, 0.2034, 0.4877, -0.7069, -0.0172, 0.0483]}

***

3.
{"formula": "C5H9ClOS", "method": "ωB97M-V/def2-TZVPD", "smiles": "OC/C(=C\\CCl)CS", "relative_energy_kcal_mol": 5.2, "fmax_ev_per_a": 1.66, "homo_ev": -9.420, "homo_lumo_gap_ev": 10.0, "total_energy_ev": -30735.211, "e_lumo_ha": 0.023, "species": ["C", "C", "C", "C", "C", "H", "H", "H", "H", "H", "H", "H", "H", "H", "O", "S", "Cl"], "xyz": [[1.4813, 0.3675, -1.2055], [0.5188, 0.0822, -0.0882], [0.5111, -1.3572, 0.3231], [-0.2099, 1.0465, 0.4747], [-1.3290, 0.9097, 1.4814], [-0.1118, 0.4614, -3.0336], [1.6364, 1.4270, -1.4028], [2.4517, -0.1158, -0.9918], [0.5614, -2.0011, -0.5274], [1.3832, -1.5652, 0.9250], [-1.3969, -1.6269, 0.5965], [-0.1080, 2.0495, 0.1457], [-1.5381, 1.8392, 2.0193], [-1.2394, 0.1125, 2.2229], [-0.5865, -1.6503, 1.1678], [0.9140, -0.3977, -2.8368], [-2.9382, 0.4186, 0.7294]], "atomic_forces_ev_per_a": [[0.0209, -0.3831, -0.5892], [0.3140, 0.2176, -0.2006], [-0.6713, 0.5666, 1.0380], [-0.9671, -0.7103, 0.4113], [-0.2894, -0.4137, 0.7543], [0.2389, -0.2168, 0.0988], [0.0261, -0.0776, 0.2147], [-0.3291, 0.2479, -0.2503], [-0.0766, -0.4831, -0.7539], [0.5178, 0.0314, 0.1718], [0.8952, -0.0440, 0.8627], [0.2820, 0.7799, -0.5557], [0.0946, -0.0569, -0.4151], [0.5064, 0.4234, -0.2923], [-0.9825, -0.7906, -1.0728], [0.0696, 0.5576, 0.7628], [0.3505, 0.3517, -0.1843]], "nbo_charge": [-0.5079, 0.0078, -0.1102, -0.2295, -0.3704, 0.1308, 0.2310, 0.2268, 0.1891, 0.1925, 0.4781, 0.2029, 0.2156, 0.2526, -0.7195, -0.0652, -0.1244]}